# C30H58B2Br3FIN2O13P2S

3 unconnected molecules or ions with the total composition C30H58B2Br3FIN2O13P2S at a distorted geometry (ωB97M-V/def2-TZVPD, the Open Molecules 2025 dataset).

As for the spin multiplicity: 1. As for the highest occupied orbital energy: -10.7943 eV. Its total charge is +1.

Last column: Löwdin charge in e.
Geometry (Å):
C 3.0697 -1.6229 1.4938  0.121
C 2.2018 -0.6983 1.0999  -0.106
C 1.3172 0.6231 0.9437  -0.107
C 0.2851 0.8950 2.1975  -0.165
B 1.2170 1.4422 3.4347  -0.352
C 2.8594 1.6735 3.3519  -0.017
O 0.6882 1.8329 4.7507  0.049
N -0.3938 -0.2941 2.8308  0.092
B 0.0536 -1.3490 3.8257  -0.635
N -0.1227 -1.1881 5.3359  0.125
O 0.7443 -2.5889 3.4186  0.040
C -1.6491 -0.5024 2.4088  -0.439
Br -2.5431 -2.0847 3.1731  0.982
C -2.1464 0.6099 1.2913  -0.254
C -3.7121 0.8515 1.4049  -0.161
C -4.4484 0.7894 2.8137  -0.219
C -5.8371 -0.0765 2.6261  -0.177
C -7.0149 0.5781 3.5667  -0.194
C -6.9513 -0.0616 5.0529  -0.207
C -5.9833 0.7970 6.0309  -0.206
C -6.7153 2.1542 6.5791  -0.186
C -6.0929 3.4492 5.8303  -0.182
C -4.9100 4.1583 6.6821  -0.185
O -4.9132 5.5830 6.3183  -0.249
C -4.2687 5.7771 5.0316  -0.133
C -1.8613 -0.2404 -0.0549  -0.500
Br -0.8284 -1.9802 -0.0088  0.755
C -2.2536 0.1467 -1.4018  -0.600
C -3.0474 1.4995 -1.7293  -0.114
Br -1.7588 -1.0126 -2.9747  0.692
C -1.0517 1.7560 1.7646  -0.241
C -0.7962 2.7064 0.4880  -0.174
C 0.3956 3.7887 0.6150  -0.287
C -0.2356 5.2988 0.4785  -0.594
I -0.1233 5.8618 -1.6652  0.701
S -1.7880 2.9391 3.0072  0.899
O -0.8295 4.0482 3.4616  -0.292
O -2.9977 3.7076 2.4705  -0.300
F -2.2158 2.1627 4.4783  -0.206
H 3.8493 -2.3454 1.9632  0.092
H 2.0047 1.5470 0.7455  0.135
H 0.7466 0.4965 -0.0694  0.106
H 3.0578 2.4521 2.5052  0.089
H 3.4299 0.6757 3.1777  0.082
H 3.2900 2.1355 4.3152  0.083
H 1.2567 2.5574 5.1224  0.125
H -0.6452 -2.0530 5.6155  0.078
H 0.8262 -1.3292 5.7262  0.095
H 0.1082 -3.3028 3.6719  0.098
H -4.2413 0.0895 0.6926  0.134
H -3.9502 1.8928 0.9287  0.130
H -4.8192 1.8665 3.0761  0.101
H -3.8590 0.4244 3.7237  0.073
H -5.6470 -1.1845 2.8685  0.094
H -6.2404 0.0203 1.5344  0.118
H -6.9720 1.7342 3.5861  0.108
H -8.0405 0.3143 3.0711  0.116
H -6.6070 -1.1693 5.0311  0.109
H -8.0236 -0.0134 5.5134  0.116
H -5.7817 0.1190 6.9630  0.112
H -4.9581 1.0725 5.5518  0.094
H -6.6190 2.2747 7.7374  0.118
H -7.8276 2.0719 6.2776  0.106
H -6.9606 4.1790 5.5979  0.129
H -5.6589 3.1275 4.8055  0.077
H -3.8676 3.7533 6.3455  0.120
H -5.0745 4.0951 7.8200  0.133
H -3.1539 5.4216 5.0486  0.094
H -4.7862 5.2154 4.1541  0.084
H -4.3373 6.9101 4.7570  0.111
H -2.4256 2.4708 -1.6593  0.081
H -3.3486 1.4343 -2.8594  0.089
H -4.0774 1.5982 -1.1866  0.098
H -1.7663 3.3155 0.2519  0.120
H -0.5827 2.1267 -0.5039  0.126
H 1.1469 3.6343 -0.2539  0.088
H 0.9846 3.7636 1.6030  0.105
H 0.3783 6.0485 1.1045  0.070
H -1.3237 5.3314 0.8786  0.060
C 4.8144 -4.7233 -4.0362  -0.135
O 3.9825 -3.7031 -3.4953  -0.282
P 4.2833 -2.1434 -4.1695  0.736
O 4.9352 -1.7007 -2.8586  -0.279
O 2.6825 -1.7854 -4.1314  -0.267
C 1.8935 -2.2080 -3.0319  -0.139
O 4.5890 -0.6188 -4.9009  -0.260
C 5.9366 -0.1761 -4.8962  -0.144
H 4.5739 -5.6689 -3.5475  0.089
H 4.6350 -4.8211 -5.1097  0.077
H 5.8669 -4.4835 -3.8550  0.085
H 2.4656 -2.2465 -2.1019  0.080
H 1.4690 -3.1876 -3.2487  0.089
H 1.0753 -1.4987 -2.9064  0.022
H 6.6129 -1.0014 -5.1319  0.081
H 6.1860 0.2528 -3.9235  0.085
H 6.0471 0.6014 -5.6562  0.088
C 8.9879 -5.7004 -8.7991  -0.147
O 7.7011 -6.0749 -9.2735  -0.279
P 6.6045 -4.7484 -9.4049  0.737
O 5.8227 -5.2550 -8.1909  -0.282
O 5.9619 -5.3769 -10.7758  -0.266
C 5.7626 -6.7782 -10.8836  -0.116
O 5.5828 -3.3782 -9.5841  -0.249
C 5.4402 -2.5481 -8.4451  -0.153
H 9.6106 -6.5938 -8.7293  0.090
H 9.4513 -4.9963 -9.4946  0.080
H 8.9034 -5.2437 -7.8077  0.081
H 5.5438 -7.2404 -9.9185  0.088
H 6.6481 -7.2350 -11.3231  0.085
H 4.9185 -6.9522 -11.5508  0.093
H 6.4044 -2.4087 -7.9496  0.078
H 4.7169 -2.9846 -7.7526  0.075
H 5.0641 -1.5750 -8.7702  0.092

# C2HN3O2S

A single C2HN3O2S molecule at a distorted geometry (ωB97M-V/def2-TZVPD, the Open Molecules 2025 dataset).

As for the spin multiplicity: 1. Its energy above the lowest of the compared OMol25 structures with the same formula, charge and spin is 191.5 kcal per mole. As for the highest occupied orbital energy (alpha / beta): -9.6603 / -9.8778 eV.

Last column: natural (NBO) charge in e.
Geometry (Å):
C -0.3807 0.0822 -0.0429  -0.237
C -0.6154 -0.4079 1.1219  0.183
N -1.1481 1.0099 -0.7744  -0.116
N -2.3216 1.1327 -0.5288  -0.200
N -0.9969 -0.7504 2.4029  0.434
O -0.7501 0.1299 3.2130  -0.354
O -1.5269 -1.8347 2.6244  -0.363
S -3.2628 0.7060 0.6222  0.384
H 0.5785 0.3932 -0.5732  0.268

# C8H12BF3O6S

2 unconnected molecules or ions with the total composition C8H12BF3O6S at a distorted geometry (ωB97M-V/def2-TZVPD, the Open Molecules 2025 dataset).

As for the spin multiplicity: 1. As for the highest occupied orbital energy: -10.1042 eV. Its structure (SMILES) is O=S(=O)(BC[C@@H]1CO1)C(F)(F)F.C[C@@H]1COC(=O)O1.

Last column: natural (NBO) charge in e.
Geometry (Å):
O -1.0837 -3.5740 -2.1080  -0.903
S -1.3826 -2.1726 -1.9099  1.779
O -2.8167 -1.9709 -1.8938  -0.903
B -0.6773 -1.4386 -0.3122  0.478
C 0.7558 -1.7388 0.2624  -0.854
C 0.9924 -3.3280 0.2320  0.102
C 2.5138 -3.7404 0.3905  -0.191
O 1.6711 -3.8090 -0.9100  -0.518
C -0.5620 -1.2216 -3.3195  0.750
F 0.1498 -1.9957 -4.1041  -0.281
F 0.2487 -0.2849 -2.7834  -0.324
F -1.5418 -0.6431 -4.0078  -0.298
H -1.3783 -0.6743 0.2601  -0.047
H 0.8955 -1.4289 1.3066  0.280
H 1.5078 -1.3286 -0.4381  0.278
H 0.2393 -3.9789 0.7229  0.204
H 3.2033 -3.0357 -0.0850  0.221
H 2.6903 -4.8198 0.4487  0.218
C -0.9823 4.6786 1.8882  -0.636
C -0.1240 3.5815 1.2801  0.060
C -0.9026 2.5117 0.5598  -0.095
O -0.0649 1.3623 0.7113  -0.505
C 0.6605 1.5470 1.8519  0.974
O 1.3038 0.7011 2.3837  -0.575
O 0.5463 2.8226 2.2983  -0.485
H -1.1230 4.5282 2.9582  0.241
H -0.4996 5.6481 1.7612  0.225
H -1.9583 4.7448 1.4051  0.219
H 0.6405 4.0156 0.6306  0.187
H -1.0482 2.7441 -0.4941  0.209
H -1.8738 2.2982 1.0143  0.189

# C6H6S2

2 unconnected molecules or ions with the total composition C6H6S2 at a distorted geometry (ωB97M-V/def2-TZVPD, the Open Molecules 2025 dataset).

As for the spin multiplicity: 1. Its energy above the lowest of the compared OMol25 structures with the same formula, charge and spin is 97.8 kcal per mole. As for the highest occupied orbital energy: -9.0333 eV.

Last column: natural (NBO) charge in e.
Geometry (Å):
C -2.6074 0.3083 1.2994  -0.230
C 3.3191 -0.6124 0.8085  -0.173
C -2.2029 -0.0352 0.2252  -0.005
C 2.1986 -0.3699 0.4585  -0.087
C -1.6275 -0.4112 -1.0351  -0.614
C 0.8923 0.0203 0.0610  -0.565
S 0.8478 1.6788 -0.6870  0.024
S -0.0029 -1.2589 -0.8263  0.282
H -3.0218 0.6089 2.2156  0.238
H 4.2863 -0.8523 1.1359  0.235
H -1.4614 0.4716 -1.6601  0.261
H -2.2505 -1.1346 -1.5602  0.259
H 0.1450 0.2597 1.3767  0.255
H 1.4853 1.3270 -1.8119  0.120

# CH4ClN

2 unconnected molecules or ions with the total composition CH4ClN at a distorted geometry (ωB97M-V/def2-TZVPD, the Open Molecules 2025 dataset).

As for the spin multiplicity: 1. Its energy above the lowest of the compared OMol25 structures with the same formula, charge and spin is 140.5 kcal per mole. As for the highest occupied orbital energy (alpha / beta): -8.0697 / -6.4900 eV.

Last column: natural (NBO) charge in e.
Geometry (Å):
C -1.3051 -0.7645 0.1835  -0.255
N 0.9406 0.9843 0.2114  -0.905
Cl -2.5901 0.2353 -0.1268  0.135
H -1.0621 -1.0201 1.1941  0.215
H -0.7986 -1.2046 -0.6559  0.203
H 0.4424 1.7512 -0.2305  0.304
H 1.4848 0.5113 -0.5095  0.303

# C19H29BrF6O5P

2 unconnected molecules or ions with the total composition C19H29BrF6O5P (ωB97M-V/def2-TZVPD, the Open Molecules 2025 dataset).

As for the spin multiplicity: 1. As for the highest occupied orbital energy: -7.9244 eV. Its total charge is -1.

Last column: natural (NBO) charge in e.
Geometry (Å):
C -7.4699 5.8411 -0.9263  -0.244
O -6.5558 4.8630 -1.3783  -0.554
C -7.1102 3.5710 -1.5354  -0.052
C -6.1164 2.6980 -2.2738  -0.416
C -4.9231 2.3163 -1.3927  -0.393
C -5.1713 1.0835 -0.5308  -0.397
C -3.9550 0.7429 0.3605  -0.388
C -3.3626 -0.6331 0.0346  -0.388
C -2.2417 -1.0416 0.9997  -0.396
C -0.8499 -0.8683 0.3939  -0.381
C 0.2630 -1.4886 1.2438  -0.385
C 1.6462 -1.0343 0.7919  -0.395
C 2.7635 -1.4286 1.7579  -0.396
C 3.9507 -0.4343 1.7602  -0.445
C 5.1720 -0.9666 1.1018  0.009
C 5.9985 -0.3502 0.2573  -0.111
C 6.0316 1.0416 -0.2680  -0.581
C 6.1436 2.0723 0.8123  0.576
O 6.2231 1.9010 1.9753  -0.487
Br 6.2000 3.9200 0.1311  -0.091
C 7.0169 -1.3233 -0.1921  0.771
O 7.9323 -1.1357 -0.9426  -0.538
O 6.7585 -2.5199 0.4092  -0.467
C 5.6875 -2.3575 1.2654  0.766
O 5.2996 -3.2007 1.9991  -0.467
H -8.5023 5.5250 -1.0825  0.165
H -7.3148 6.7462 -1.5102  0.183
H -7.3197 6.0500 0.1329  0.172
H -7.3053 3.1377 -0.5471  0.158
H -8.0486 3.6182 -2.0945  0.162
H -6.6374 1.7963 -2.5953  0.201
H -5.7559 3.2550 -3.1369  0.213
H -4.6965 3.1539 -0.7331  0.206
H -4.0433 2.1175 -2.0044  0.201
H -6.0467 1.2323 0.1015  0.192
H -5.3674 0.2277 -1.1777  0.192
H -4.2328 0.7764 1.4119  0.195
H -3.1800 1.4889 0.1802  0.194
H -2.9725 -0.5793 -0.9810  0.196
H -4.1784 -1.3538 0.0765  0.195
H -2.2862 -0.4203 1.8936  0.192
H -2.3539 -2.0838 1.2980  0.202
H -0.8063 -1.2862 -0.6120  0.196
H -0.6427 0.2023 0.3093  0.183
H 0.0983 -1.1914 2.2810  0.184
H 0.1789 -2.5708 1.1512  0.210
H 1.6168 0.0460 0.6346  0.176
H 1.8400 -1.4977 -0.1768  0.216
H 2.3785 -1.5292 2.7705  0.199
H 3.1180 -2.4136 1.4711  0.256
H 4.1941 -0.1015 2.7679  0.241
H 3.6602 0.4585 1.2050  0.204
H 5.1921 1.2728 -0.9206  0.269
H 6.9403 1.1492 -0.8655  0.289
F 3.7626 -4.3067 -0.0977  -0.613
P 4.7406 -5.5065 -0.7258  2.594
F 3.3160 -6.3332 -0.9031  -0.597
F 4.7148 -6.1078 0.8105  -0.591
F 5.1747 -6.5038 -1.9741  -0.596
F 6.3623 -5.4538 -0.4130  -0.591
F 5.0718 -4.2824 -1.7986  -0.601

# H4N3O2P

2 unconnected molecules or ions with the total composition H4N3O2P at a distorted geometry (ωB97M-V/def2-TZVPD, the Open Molecules 2025 dataset).

As for the spin multiplicity: 1. Its energy above the lowest of the compared OMol25 structures with the same formula, charge and spin is 36.1 kcal per mole. As for the highest occupied orbital energy (alpha / beta): -9.2862 / -8.3327 eV.

Last column: natural (NBO) charge in e.
Geometry (Å):
N 0.8451 -2.4181 1.5072  0.226
N -1.4861 1.1958 -0.6482  -1.152
N 0.9719 0.5946 0.1604  -1.118
O 1.8447 -1.8478 1.3341  -0.212
O 0.0183 -0.6946 -1.7840  -1.031
P -0.4499 -0.1156 -0.4963  1.729
H -1.8854 1.1265 -1.5246  0.397
H -2.2523 1.1638 0.1043  0.397
H 1.5310 -0.1886 0.3090  0.378
H 0.8627 1.1840 1.0380  0.388

# C4H5NO

A molecular structure, C4H5NO at a distorted geometry (ωB97M-V/def2-TZVPD, the Open Molecules 2025 dataset).

As for the spin multiplicity: 1. Its energy above the lowest of the compared OMol25 structures with the same formula, charge and spin is 93.5 kcal per mole. As for the highest occupied orbital energy: -9.1171 eV.

Last column: natural (NBO) charge in e.
Geometry (Å):
C -0.8022 -0.4559 0.5400  -0.299
C 0.2038 0.5420 0.5960  -0.464
C 0.7203 -0.7958 -0.6922  0.260
O 1.5829 -1.5675 -0.3453  -0.593
C -0.0601 1.8061 -0.0200  0.253
N -0.2856 2.7805 -0.6083  -0.323
H -1.7950 -0.2018 0.1697  0.249
H -0.4714 -1.2117 -0.6766  0.168
H -0.7359 -1.2996 1.2229  0.253
H 1.0021 0.4809 1.3265  0.277
H 0.6410 -0.0772 -1.5127  0.218